Entry 1:
{
  "formula": "C40H69IrN4O3",
  "method": "ωB97M-V/def2-TZVPD",
  "elements": ["Ir", "C", "N", "C", "C", "C", "N", "C", "C", "C", "C", "C", "C", "C", "O", "C", "C", "C", "C", "C", "C", "C", "C", "C", "C", "C", "C", "C", "C", "C", "O", "C", "C", "C", "C", "C", "C", "C", "C", "H", "H", "H", "H", "H", "H", "H", "H", "H", "H", "H", "H", "H", "H", "H", "H", "H", "H", "H", "H", "H", "H", "H", "H", "H", "H", "H", "H", "H", "H", "H", "H", "H", "H", "H", "H", "H", "H", "H", "H", "H", "H", "H", "H", "H", "H", "H", "H", "H", "H", "H", "H", "H", "H", "C", "H", "H", "H", "C", "N", "C", "C", "O", "N", "C", "C", "H", "H", "H", "H", "H", "H", "H", "H", "H", "H", "H", "H"],
  "positions_angstrom": [[1.936958, -0.179996, 0.407739], [5.110326, -0.546459, -0.035493], [4.117415, -0.864989, 0.998966], [4.530561, -0.261878, 2.274224], [4.000960, -2.325347, 1.122024], [2.638501, -2.710532, 1.657871], [1.574577, -2.227585, 0.733198], [0.226123, -2.352606, 1.350885], [-0.415467, -1.108753, 1.903893], [-1.845401, -0.994187, 1.653204], [-2.593488, 0.017541, 2.398635], [-1.861249, 0.933174, 3.098483], [-0.450969, 0.912630, 3.207996], [0.293954, -0.088919, 2.531548], [1.607917, -0.100533, 2.484798], [0.256792, 1.858587, 4.170659], [-0.700309, 2.840464, 4.851993], [1.365014, 2.682022, 3.492089], [0.888941, 0.967809, 5.259521], [-4.115892, -0.063228, 2.496648], [-4.804220, -0.097866, 1.123741], [-4.460787, -1.362543, 3.244697], [-4.692442, 1.114638, 3.282920], [1.583077, -3.040183, -0.523622], [0.643088, -2.508691, -1.557931], [-0.420348, -3.288587, -1.984154], [-1.279453, -2.859286, -2.985972], [-0.987996, -1.626433, -3.564024], [0.072091, -0.808904, -3.177458], [0.902240, -1.240251, -2.113978], [1.905778, -0.497669, -1.639728], [0.269751, 0.551209, -3.848951], [1.713948, 0.728092, -4.339116], [-0.084396, 1.629023, -2.819514], [-0.642268, 0.745398, -5.064781], [-2.439839, -3.744281, -3.435469], [-1.881737, -5.055224, -4.007572], [-3.295093, -3.074313, -4.511110], [-3.340801, -4.059770, -2.233350], [6.079428, -1.006056, 0.195564], [5.246676, 0.528598, -0.089036], [4.754827, -0.908500, -0.999976], [5.479308, -0.696014, 2.611555], [3.764389, -0.412497, 3.028709], [4.661220, 0.809988, 2.132200], [4.790728, -2.740109, 1.759659], [4.149496, -2.744967, 0.130219], [2.459113, -2.245752, 2.624169], [2.574496, -3.798359, 1.776492], [0.237846, -3.131601, 2.123440], [-0.440721, -2.712754, 0.565120], [-2.359163, -1.925501, 1.429092], [-2.389415, 1.687648, 3.656365], [-1.233124, 3.464753, 4.131073], [-0.119382, 3.505372, 5.491287], [-1.432967, 2.336611, 5.485070], [0.945655, 3.401528, 2.787906], [2.066340, 2.052182, 2.955531], [1.897246, 3.237347, 4.266752], [0.127151, 0.378562, 5.773602], [1.385389, 1.600356, 5.996954], [1.626535, 0.291886, 4.829897], [-4.470442, -0.932672, 0.507340], [-4.647374, 0.829948, 0.570906], [-5.878616, -0.213176, 1.271784], [-4.140019, -2.247843, 2.695054], [-5.540629, -1.429697, 3.381801], [-3.990429, -1.383945, 4.229413], [-4.443540, 2.071980, 2.821161], [-4.343792, 1.124619, 4.316708], [-5.779165, 1.030948, 3.304112], [1.319087, -4.070222, -0.259227], [2.592787, -3.039802, -0.922588], [-0.568215, -4.258091, -1.517229], [-1.629854, -1.276973, -4.357363], [2.425772, 0.658476, -3.520938], [1.815876, 1.698955, -4.831867], [1.961968, -0.040960, -5.073461], [0.568510, 1.538168, -1.954293], [-1.120796, 1.512538, -2.490893], [0.020659, 2.628809, -3.249271], [-0.505062, -0.046829, -5.802659], [-0.395841, 1.693065, -5.546441], [-1.698376, 0.784316, -4.790662], [-1.220342, -4.855547, -4.852141], [-2.694982, -5.696176, -4.354131], [-1.313181, -5.608611, -3.258716], [-2.719585, -2.868817, -5.415055], [-3.729644, -2.136708, -4.157426], [-4.115995, -3.737629, -4.787552], [-2.801957, -4.605668, -1.457195], [-4.188479, -4.674298, -2.542762], [-3.733721, -3.138776, -1.794186], [-1.780686, -0.391055, 0.038028], [-0.773717, -0.008600, -0.109567], [-2.512570, 0.393069, -0.080500], [-1.955379, -1.238733, -0.621401], [3.842953, 2.382048, -0.910847], [2.670499, 3.232235, -1.036523], [2.600486, 4.030708, -2.257108], [1.593798, 2.945560, -0.282138], [1.516950, 1.911795, 0.430447], [0.561034, 3.836655, -0.262523], [-0.718545, 3.405265, 0.268346], [0.780975, 5.276028, -0.201880], [4.633667, 2.801280, -1.529293], [3.631227, 1.362793, -1.241622], [4.182433, 2.364931, 0.124518], [2.911317, 3.412969, -3.100445], [3.259128, 4.898486, -2.193944], [1.584537, 4.364496, -2.438781], [-0.834860, 2.336094, 0.125398], [-1.513234, 3.931522, -0.262677], [-0.810423, 3.624207, 1.336983], [1.827714, 5.516324, -0.353029], [0.488169, 5.644806, 0.785203], [0.182965, 5.793443, -0.954022]],
  "atomic_forces_ev_per_a": [[-0.866, -1.110, 0.341], [0.047, -0.139, 0.028], [0.217, 0.160, -0.131], [-0.006, -0.034, -0.035], [-0.101, 0.048, 0.022], [0.001, -0.149, -0.047], [0.415, 0.351, 0.008], [-0.095, 0.021, -0.124], [0.120, -0.124, 0.137], [-0.212, 0.749, -1.760], [-0.050, -0.195, 0.310], [-0.157, -0.012, 0.056], [0.012, -0.003, 0.166], [0.053, -0.217, -0.133], [0.030, 0.328, 0.068], [0.005, 0.002, 0.000], [-0.009, -0.017, 0.001], [0.010, -0.025, -0.049], [0.034, -0.038, 0.002], [0.036, 0.093, -0.109], [0.085, 0.007, -0.016], [0.083, -0.027, 0.074], [-0.026, 0.009, 0.010], [-0.147, 0.027, -0.065], [0.110, -0.011, -0.032], [-0.070, 0.035, 0.024], [0.037, -0.019, -0.017], [-0.026, -0.040, 0.032], [0.032, -0.008, 0.037], [-0.097, 0.017, 0.087], [0.254, 0.389, -0.128], [-0.041, 0.010, -0.029], [-0.014, -0.013, -0.003], [0.040, 0.037, -0.006], [-0.001, -0.005, 0.012], [0.010, 0.000, -0.002], [-0.022, 0.001, -0.005], [-0.005, -0.004, 0.011], [-0.017, 0.010, 0.000], [-0.006, -0.016, -0.010], [0.067, -0.054, 0.032], [-0.003, 0.025, -0.006], [0.020, 0.032, -0.004], [-0.003, -0.021, 0.011], [-0.030, 0.011, 0.021], [-0.018, 0.072, 0.061], [0.033, -0.073, 0.006], [0.024, 0.028, 0.020], [-0.062, 0.012, -0.059], [0.035, 0.056, 0.052], [0.001, -0.049, 0.046], [-0.030, -0.148, 0.557], [0.020, 0.048, -0.035], [0.017, 0.011, -0.008], [0.000, -0.013, 0.013], [-0.008, -0.005, -0.008], [-0.035, 0.025, -0.015], [0.003, -0.011, 0.017], [-0.013, 0.020, -0.003], [-0.009, 0.010, 0.011], [-0.009, 0.011, 0.004], [0.002, 0.016, 0.010], [0.040, -0.035, -0.027], [0.019, 0.001, -0.010], [0.012, -0.010, 0.010], [-0.020, -0.011, -0.014], [-0.003, 0.013, -0.002], [-0.009, -0.001, 0.009], [-0.002, 0.001, -0.010], [-0.013, 0.001, 0.000], [0.004, -0.004, 0.010], [0.012, -0.007, -0.036], [0.059, 0.075, 0.038], [0.015, -0.020, -0.015], [0.013, -0.014, -0.005], [0.014, 0.000, 0.038], [0.018, 0.008, 0.015], [-0.005, -0.003, -0.002], [0.012, -0.017, 0.033], [-0.012, 0.008, -0.002], [0.026, 0.015, -0.001], [0.010, 0.013, -0.017], [-0.006, 0.012, 0.012], [-0.001, -0.017, 0.003], [-0.003, 0.001, -0.003], [-0.004, -0.010, 0.008], [0.005, -0.002, 0.000], [0.003, 0.003, -0.004], [0.005, 0.005, 0.001], [-0.002, 0.000, 0.000], [0.011, -0.001, 0.009], [0.001, -0.010, 0.003], [-0.011, 0.008, -0.007], [0.282, -0.332, 1.046], [-0.047, 0.101, -0.183], [-0.168, -0.013, -0.066], [-0.036, 0.058, -0.038], [-0.050, 0.000, 0.001], [-0.024, -0.035, -0.167], [-0.020, -0.011, 0.026], [-0.052, 0.090, 0.189], [0.247, 0.080, -0.321], [0.054, 0.015, 0.084], [0.025, -0.035, 0.026], [-0.024, -0.031, -0.033], [0.027, 0.028, 0.033], [-0.033, 0.055, -0.046], [-0.041, -0.026, 0.009], [-0.004, -0.011, -0.015], [-0.004, 0.001, -0.002], [-0.016, -0.019, 0.004], [-0.016, -0.012, -0.034], [0.005, -0.012, -0.002], [0.006, 0.003, 0.027], [0.026, -0.006, -0.004], [-0.007, 0.004, -0.007], [0.014, 0.011, -0.008]],
  "mulliken_charge": [4.096, -1.261, 0.225, -1.179, -1.102, -0.992, 0.524, -0.853, -0.793, 0.805, -1.145, -0.366, -0.608, 0.519, -0.714, 2.336, -2.277, -1.387, -1.622, 2.048, -1.807, -1.592, -2.078, -1.008, 0.114, -0.344, -0.890, -0.348, -0.075, -0.297, -1.585, 2.573, -1.708, -0.835, -2.395, 2.142, -1.734, -2.146, -1.621, 0.391, 0.319, 0.299, 0.346, 0.356, 0.288, 0.528, 0.502, 0.362, 0.531, 0.413, 0.096, 1.410, 0.777, 0.403, 0.450, 0.422, 0.173, -0.131, 0.676, 0.357, 0.526, 0.151, 0.231, 0.366, 0.559, 0.359, 0.473, 0.341, 0.429, 0.377, 0.447, 0.266, 0.555, 0.438, 0.683, 0.012, 0.454, 0.424, -0.404, 0.227, 0.615, 0.449, 0.454, 0.407, 0.374, 0.478, 0.303, 0.372, 0.406, 0.441, 0.307, 0.497, 0.297, 0.394, -0.874, 1.037, -0.796, -1.166, 0.187, -1.268, -0.552, -0.058, 0.469, -1.149, -1.222, 0.456, 0.031, 0.454, 0.406, 0.324, 0.434, -0.001, 0.524, 0.373, 0.417, 0.337, 0.340],
  "homo_energy_ha": [-0.343, -0.349],
  "gap_ha": [0.203, 0.211],
  "total_charge": 1,
  "multiplicity": 2
}

---

Entry 2:
{
  "formula": "C5H8N2",
  "method": "ωB97M-V/def2-TZVPD",
  "elements": ["C", "C", "C", "C", "N", "C", "N", "H", "H", "H", "H", "H", "H", "H", "H"],
  "positions_angstrom": [[-2.370166, -0.655137, 0.040930], [-1.011830, -0.051432, 0.148307], [-0.606058, 1.276200, -0.161369], [0.746100, 1.286783, 0.046878], [1.079906, 0.013324, 0.372419], [2.468893, -0.651680, -0.066092], [0.019574, -0.796184, 0.497227], [-2.709020, -0.627393, -1.001722], [-3.094798, -0.110092, 0.649309], [-2.340685, -1.698357, 0.366706], [-1.213851, 2.082750, -0.537762], [1.492770, 2.073174, -0.006086], [2.845050, -0.109687, -0.955475], [2.245445, -1.674313, -0.399417], [2.448673, -0.357963, 1.006151]],
  "atomic_forces_ev_per_a": [[-0.177, 0.019, 0.089], [-0.279, 0.072, -0.047], [-0.250, 0.085, 0.149], [-0.117, -0.258, -0.474], [-0.091, -0.185, -1.739], [-2.838, 1.151, 0.960], [-0.198, 0.056, -0.989], [0.008, 0.004, 0.190], [-0.045, -0.081, -0.056], [-0.005, 0.184, -0.036], [-0.073, 0.051, 0.288], [-0.174, -0.262, -0.229], [0.170, 0.160, 1.238], [0.072, 0.333, 0.861], [3.996, -1.327, -0.205]],
  "mulliken_charge": [-1.015, 0.667, -0.687, -0.335, 0.563, -0.851, -0.907, 0.253, 0.277, 0.300, 0.370, 0.422, 0.223, 0.224, 0.494],
  "homo_energy_ha": -0.322,
  "gap_ha": 0.360,
  "multiplicity": 1,
  "smiles": "Cc1ccn(C)n1"
}

---

Computed values of ΔE to the lowest compared entry with this formula, charge and spin (unit: kcal per mole) for the preceding records, in sequence: 6.1, 65.7.
Computed values of DFT total energy (unit: a.u.) for the preceding records, in sequence: -2114.40999, -304.73074.